DFT (wB97M-V/def2-TZVPD) results for a cluster of 7 separate species, H12IO6 in total.

Cartesian coordinates (Å):
I: 0.08 0.27 0.14
O: 1.27 2.01 -2.87
H: 0.93 1.59 -2.06
H: 0.55 1.92 -3.51
O: -0.54 -1.49 -2.92
H: -0.66 -0.69 -3.45
H: -0.30 -1.16 -2.03
O: 1.66 1.00 3.08
H: 2.02 1.60 2.43
H: 0.84 0.67 2.67
O: -2.20 -2.36 1.85
H: -1.43 -1.84 1.57
H: -2.44 -2.86 1.07
O: 3.27 -1.09 -0.52
H: 2.46 -0.57 -0.64
H: 3.11 -1.57 0.29
O: -3.24 1.39 1.53
H: -3.01 2.01 2.24
H: -2.38 1.17 1.13

The calculation puts the total energy at -756.458476 Eh. The calculation puts the energy relative to the best compared isomer or geometry (same formula, charge and spin) at 7.2 kcal per mole. The calculation puts the HOMO energy at -5.605 eV. Its charge is -1.

Mulliken population analysis, charges in e, atoms 1 to 2: I -0.700; O -0.642

---

DFT (wB97M-V/def2-TZVPD) results for a structure of composition H12LiO6 in a non-equilibrium geometry.

Cartesian coordinates (Å):
Li: 0.52 -23.42 1.48
O: -0.26 -24.46 3.14
H: 0.55 -24.87 3.41
H: -0.39 -23.70 3.76
O: 1.20 -22.23 -0.16
H: 1.37 -22.37 -1.14
H: 2.08 -21.97 0.20
O: 2.47 -23.23 2.66
H: 2.86 -23.24 3.53
H: 3.22 -23.43 2.18
O: 0.10 -21.56 2.49
H: 0.95 -21.64 2.97
H: 0.37 -20.75 2.02
O: -1.50 -23.36 0.87
H: -2.22 -23.98 0.94
H: -1.38 -23.18 -0.05
O: 1.19 -25.07 0.70
H: 1.80 -25.58 1.20
H: 1.40 -25.10 -0.22

The calculation puts the total energy at -466.033780 Eh. The calculation puts the energy relative to the best compared isomer or geometry (same formula, charge and spin) at 17.2 kcal per mole. The calculation puts the HOMO energy at -15.217 eV. Its charge is +1.

Mulliken population analysis, charges in e, atoms 1 to 2: Li 0.777; O -0.620

---

DFT (wB97M-V/def2-TZVPD) results for a cluster of 5 separate species, H12NO4 in total in a non-equilibrium geometry.

Cartesian coordinates (Å):
N: -1.77 -0.27 0.04
H: -1.80 -1.17 0.49
H: -0.88 -0.28 -0.49
H: -1.67 0.49 0.70
H: -2.56 -0.26 -0.60
H: 3.85 0.64 -1.88
H: 4.09 -0.62 -1.12
O: 3.37 -0.10 -1.51
H: -0.17 3.86 0.59
H: 0.34 3.74 -0.82
O: -0.11 3.22 -0.14
H: 0.93 -1.77 -1.86
H: 1.35 -0.71 -0.77
O: 0.62 -1.11 -1.25
H: -1.93 -2.67 2.78
H: -1.85 -1.23 3.32
O: -1.81 -1.75 2.51

The calculation puts the total energy at -362.686919 Eh. The calculation puts the energy relative to the best compared isomer or geometry (same formula, charge and spin) at 19.4 kcal per mole. The calculation puts the HOMO energy at -14.752 eV. Its charge is +1.

Mulliken population analysis, charges in e, atoms 1 to 2: N -0.369; H 0.355

---

DFT (wB97M-V/def2-TZVPD) results for a structure of composition H12NaO6 in a non-equilibrium geometry.

Cartesian coordinates (Å):
Na: -2.69 -10.89 -1.48
O: -3.52 -10.18 0.27
H: -2.90 -9.51 0.66
H: -4.35 -9.69 -0.04
O: -1.32 -9.02 -1.51
H: -0.93 -8.17 -1.07
H: -1.76 -8.64 -2.27
O: -1.25 -10.69 -3.36
H: -0.36 -10.36 -3.17
H: -1.12 -10.93 -4.34
O: -3.77 -8.84 -2.60
H: -4.54 -8.34 -2.81
H: -3.45 -8.39 -1.82
O: -0.63 -11.38 0.10
H: -0.69 -11.26 1.11
H: 0.26 -11.20 -0.27
O: -1.56 -7.61 -3.73
H: -2.14 -7.70 -4.51
H: -1.87 -6.77 -3.38

The calculation puts the total energy at -620.764044 Eh. The calculation puts the energy relative to the best compared isomer or geometry (same formula, charge and spin) at 34.1 kcal per mole. The calculation puts the HOMO energy at -15.005 eV. Its charge is +1.

Mulliken population analysis, charges in e, atoms 1 to 2: Na 0.903; O -0.738

---

DFT (wB97M-V/def2-TZVPD) results for a cluster of 7 separate species, H12O5S2 in total in a non-equilibrium geometry.

Cartesian coordinates (Å):
S: 1.15 1.33 -1.95
S: -1.62 1.02 1.60
H: 1.73 2.34 -1.28
H: -1.25 1.89 2.56
H: 3.09 -0.27 -0.60
H: 3.22 -0.50 0.91
O: 3.69 -0.22 0.12
H: 0.06 -1.57 -0.55
H: 0.55 -0.59 0.47
O: 0.68 -1.51 0.21
H: -0.74 -0.19 -1.71
H: -0.05 -1.01 -2.73
O: -0.79 -1.06 -2.13
H: -0.96 -0.75 3.44
H: -1.08 -1.47 2.29
O: -0.59 -1.58 3.12
H: -2.19 1.34 -0.50
H: -2.77 1.67 -1.86
O: -2.13 1.12 -1.42

The calculation puts the total energy at -1179.540950 Eh. The calculation puts the energy relative to the best compared isomer or geometry (same formula, charge and spin) at 148.3 kcal per mole. The calculation puts the HOMO energy at -9.780 eV. Its charge is 0.

Mulliken population analysis, charges in e, atoms 1 to 2: S -0.089; S -0.388

---

DFT (wB97M-V/def2-TZVPD) results for a cluster of 6 separate species, H12O6 in total.

Cartesian coordinates (Å):
O: -0.18 0.58 0.40
H: 0.52 0.67 -0.28
H: 0.29 0.56 1.24
O: 1.00 0.17 -2.12
H: 0.64 -0.73 -2.17
H: 0.96 0.52 -3.01
O: -2.20 -1.04 -0.62
H: -1.65 -0.43 -0.09
H: -1.95 -0.86 -1.53
O: 1.33 -0.39 3.02
H: 0.87 0.37 3.42
H: 1.43 -1.01 3.75
O: -2.60 2.51 -1.88
H: -2.24 1.94 -1.18
H: -3.55 2.36 -1.85
O: 2.37 -2.12 0.89
H: 2.94 -1.53 0.39
H: 2.01 -1.57 1.61

The calculation puts the total energy at -458.628979 Eh. As for the SMILES: O.O.O.O.O.O. The calculation puts the energy relative to the best compared isomer or geometry (same formula, charge and spin) at 27.3 kcal per mole. The calculation puts the HOMO energy at -10.789 eV. Its charge is 0.

Mulliken population analysis, charges in e, atoms 1 to 2: O -0.566; H 0.313

---

DFT (wB97M-V/def2-TZVPD) results for a cluster of 6 separate species, H12O6 in total in a non-equilibrium geometry.

Cartesian coordinates (Å):
O: 3.95 -2.14 3.82
H: 4.09 -2.02 2.86
H: 4.03 -3.03 4.05
O: -3.79 2.52 2.04
H: -3.73 2.41 1.08
H: -3.28 2.03 2.61
O: -3.26 -3.55 -14.52
H: -3.86 -3.84 -15.19
H: -2.60 -3.08 -14.91
O: -1.04 1.24 2.56
H: -0.22 0.89 3.00
H: -1.61 0.93 3.21
O: 1.87 4.35 0.91
H: 2.68 4.51 0.59
H: 1.22 4.89 0.38
O: 1.66 -1.75 5.82
H: 2.59 -1.75 5.65
H: 1.31 -2.61 6.06

The calculation puts the total energy at -458.569580 Eh. As for the SMILES: O.O.O.O.O.O. The calculation puts the energy relative to the best compared isomer or geometry (same formula, charge and spin) at 64.6 kcal per mole. The calculation puts the HOMO energy at -11.108 eV. Its charge is 0.

Mulliken population analysis, charges in e, atoms 1 to 2: O -0.614; H 0.311

---

DFT (wB97M-V/def2-TZVPD) results for a structure of composition H12O6 in a non-equilibrium geometry.

Cartesian coordinates (Å):
O: -0.53 -2.79 -0.20
H: -1.00 -2.93 0.62
H: -0.21 -1.89 -0.14
O: -0.10 -0.65 0.07
H: -0.79 -0.47 0.70
H: 0.06 0.19 -0.36
O: 0.74 1.00 -1.51
H: 1.09 1.63 -2.15
H: 0.30 0.34 -2.05
O: -0.62 2.72 -0.08
H: -0.73 1.94 -0.64
H: -1.46 3.17 -0.14
O: 2.23 1.71 -0.25
H: 1.69 1.35 -0.95
H: 1.61 2.08 0.38
O: -1.11 -2.47 2.04
H: -0.68 -1.74 2.48
H: -0.50 -3.20 2.15

The calculation puts the total energy at -458.470130 Eh. The calculation puts the energy relative to the best compared isomer or geometry (same formula, charge and spin) at 127.0 kcal per mole. The calculation puts the HOMO energy at -9.273 eV. Its charge is 0.

Mulliken population analysis, charges in e, atoms 1 to 2: O -0.888; H 0.355

---

Which value of charge does entry 4 give?
+1

---

Number 7 is which compound?
H12O6

---

Please write out number 8 again, unchanged.
DFT (wB97M-V/def2-TZVPD) results for a structure of composition H12O6 in a non-equilibrium geometry.

Cartesian coordinates (Å):
O: -0.53 -2.79 -0.20
H: -1.00 -2.93 0.62
H: -0.21 -1.89 -0.14
O: -0.10 -0.65 0.07
H: -0.79 -0.47 0.70
H: 0.06 0.19 -0.36
O: 0.74 1.00 -1.51
H: 1.09 1.63 -2.15
H: 0.30 0.34 -2.05
O: -0.62 2.72 -0.08
H: -0.73 1.94 -0.64
H: -1.46 3.17 -0.14
O: 2.23 1.71 -0.25
H: 1.69 1.35 -0.95
H: 1.61 2.08 0.38
O: -1.11 -2.47 2.04
H: -0.68 -1.74 2.48
H: -0.50 -3.20 2.15

The calculation puts the total energy at -458.470130 Eh. The calculation puts the energy relative to the best compared isomer or geometry (same formula, charge and spin) at 127.0 kcal per mole. The calculation puts the HOMO energy at -9.273 eV. Its charge is 0.

Mulliken population analysis, charges in e, atoms 1 to 2: O -0.888; H 0.355